The following is a DFT calculation (ωB97M-V/def2-TZVPD) of a 14-piece molecular cluster, C74H160N5O36P9 overall in a non-equilibrium geometry.

Positions of all 284 atoms, in Å:
C: -13.314462 21.354009 0.058696
C: -14.698144 21.798298 -0.398801
O: -14.415305 22.523282 -1.574797
P: -15.160914 23.862305 -2.040940
O: -16.641213 23.812001 -2.098142
O: -14.369983 24.234838 -3.476254
C: -14.765085 23.490884 -4.650524
C: -13.883789 22.284052 -4.845886
O: -14.580513 24.966678 -0.938888
C: -15.264698 26.165982 -0.706250
C: -16.024016 25.877862 0.606479
H: -12.688635 20.776753 -0.621891
H: -12.717584 22.218888 0.348228
H: -13.348250 20.710295 0.937673
H: -15.280753 20.901116 -0.607915
H: -15.206102 22.289002 0.431435
H: -15.798188 23.144383 -4.623507
H: -14.747789 24.166679 -5.505561
H: -13.644510 21.657940 -3.986338
H: -14.425200 21.593274 -5.492264
H: -12.982335 22.547159 -5.399299
H: -14.489857 26.930322 -0.765527
H: -15.979572 26.364012 -1.504887
H: -15.445962 25.247857 1.282534
H: -16.265000 26.818683 1.101351
H: -16.905706 25.298829 0.331800
C: -18.020273 11.542010 2.864204
C: -17.462131 12.538007 3.811113
O: -16.521473 13.353788 3.235606
P: -16.056445 14.729360 4.043455
O: -17.095349 15.346004 4.896569
O: -14.809081 14.166145 4.874122
C: -14.196606 14.953042 5.889111
C: -12.857309 14.288565 6.160999
O: -15.399236 15.670949 2.811992
C: -15.131172 17.054963 2.951891
C: -13.718943 17.303271 2.435212
H: -17.481253 10.601363 2.751313
H: -18.995627 11.193739 3.204048
H: -17.998090 12.010154 1.880109
H: -18.298242 13.158449 4.133726
H: -17.052746 11.913229 4.604935
H: -14.096497 16.011840 5.650285
H: -14.868149 14.924545 6.747195
H: -12.872611 13.233258 6.433380
H: -12.287445 14.447354 5.245508
H: -12.324713 14.815791 6.952503
H: -15.794581 17.694232 2.369374
H: -15.197661 17.345228 4.000432
H: -13.052589 16.544859 2.846169
H: -13.661430 17.250236 1.348021
H: -13.255784 18.263326 2.662966
C: -16.601113 12.868082 11.708583
C: -15.521229 11.840860 11.303760
O: -14.315906 12.623075 11.234477
P: -13.776235 13.203162 9.790069
O: -14.678783 14.300482 9.255269
O: -12.291836 13.716356 10.104099
C: -12.107208 14.996854 10.731890
C: -11.712068 15.990769 9.634255
O: -13.668786 11.883626 8.866274
C: -12.723434 10.841868 9.152223
C: -13.566831 9.629152 9.502285
H: -16.735906 13.660972 10.972880
H: -17.549318 12.330718 11.693376
H: -16.306478 13.204893 12.702492
H: -15.410853 11.087877 12.084096
H: -15.733248 11.259237 10.406629
H: -13.014204 15.383032 11.197009
H: -11.377783 14.903006 11.536413
H: -10.888460 15.551729 9.071226
H: -12.501639 16.041089 8.884491
H: -11.494677 16.994489 9.999465
H: -12.090730 10.552728 8.313069
H: -12.001191 11.169829 9.899824
H: -14.401150 9.406936 8.836982
H: -13.015339 8.708035 9.690706
H: -14.114515 9.907607 10.402621
C: -11.589698 12.488233 0.954197
C: -12.087963 13.876897 1.395121
O: -12.353374 14.730465 0.284274
P: -11.259396 15.875498 -0.254293
O: -10.655611 16.727177 0.828904
O: -10.109208 15.021449 -1.005007
C: -10.366222 14.290504 -2.189398
C: -9.235618 13.337123 -2.369330
O: -12.133242 16.687290 -1.390021
C: -11.577521 17.922391 -1.924129
C: -10.291602 17.738351 -2.686250
H: -10.509524 12.504844 0.809079
H: -11.912183 11.605522 1.506412
H: -12.000222 12.252086 -0.027540
H: -13.002297 13.626988 1.933306
H: -11.460592 14.425898 2.097328
H: -11.268006 13.706267 -2.006200
H: -10.570427 15.024168 -2.969220
H: -9.267840 12.645227 -1.527703
H: -9.383555 12.780640 -3.294824
H: -8.305034 13.901261 -2.431427
H: -12.368132 18.484494 -2.421209
H: -11.376748 18.502443 -1.023401
H: -9.512746 17.375551 -2.015532
H: -10.351935 17.278995 -3.672897
H: -9.869245 18.721781 -2.892587
C: -6.933338 21.318844 9.139806
C: -7.356926 20.908957 10.561023
O: -7.039913 21.921968 11.497462
P: -7.699386 23.369135 11.517843
O: -8.075065 23.966010 10.194444
O: -6.707838 24.350486 12.452426
C: -5.434887 24.661539 12.001061
C: -5.523984 25.870478 11.124922
O: -8.957390 23.179066 12.556970
C: -10.044723 24.088154 12.570655
C: -9.728922 25.540749 12.894771
H: -7.529263 22.156940 8.778454
H: -5.898355 21.628935 8.995739
H: -7.148877 20.544627 8.403454
H: -8.376375 20.544533 10.687602
H: -6.754615 20.066526 10.901089
H: -4.762427 24.883622 12.829655
H: -5.058079 23.812669 11.430512
H: -5.966295 26.696150 11.682331
H: -4.549428 26.207869 10.772062
H: -6.183012 25.698516 10.273926
H: -10.407827 24.016679 11.545397
H: -10.789167 23.659470 13.241562
H: -9.106162 25.988225 12.120149
H: -10.697670 26.032637 12.982307
H: -9.317251 25.658687 13.897123
C: -15.784967 17.563218 17.914457
C: -16.425511 18.396897 16.899340
O: -15.493681 18.482085 15.812726
P: -15.753651 19.455228 14.585883
O: -15.419161 20.877722 14.923403
O: -14.829955 18.770904 13.419663
C: -15.008083 17.418676 13.155084
C: -15.663585 17.245903 11.800005
O: -17.315301 19.175328 14.050805
C: -18.022285 20.205686 13.433410
C: -17.974442 20.237686 11.898575
H: -16.350574 17.640805 18.842988
H: -15.756672 16.514217 17.619645
H: -14.837073 17.974666 18.261316
H: -17.359407 17.892000 16.652366
H: -16.712085 19.345354 17.353669
H: -14.020214 16.981068 13.299059
H: -15.651557 16.914726 13.876236
H: -15.251019 17.777079 10.942253
H: -15.702937 16.188470 11.538495
H: -16.679117 17.624039 11.682454
H: -19.069951 20.104138 13.716604
H: -17.730179 21.190766 13.797250
H: -18.715778 20.976600 11.594377
H: -17.065199 20.620490 11.435050
H: -18.428937 19.397477 11.373613
C: -7.160595 16.297588 0.031592
C: -7.595503 16.284579 1.462410
O: -6.432782 15.989142 2.196083
P: -6.474681 16.063335 3.793063
O: -7.086395 17.306118 4.362659
O: -7.337490 14.693475 4.052724
C: -7.726587 14.281304 5.379905
C: -9.233794 14.166062 5.410655
O: -4.925436 15.772869 4.295045
C: -4.450804 14.427448 4.258007
C: -3.010671 14.560908 3.599840
H: -8.017143 16.432061 -0.628974
H: -6.403207 17.065928 -0.123710
H: -6.615030 15.378695 -0.183110
H: -8.089690 17.143839 1.915795
H: -8.357420 15.535245 1.677067
H: -7.304995 13.297103 5.584149
H: -7.404091 14.906044 6.212846
H: -9.596913 13.513822 6.204899
H: -9.656439 15.160050 5.557080
H: -9.532738 13.698458 4.472523
H: -4.334099 14.075008 5.282828
H: -5.069707 13.789886 3.626688
H: -3.041480 14.747739 2.526414
H: -2.467545 15.374572 4.080532
H: -2.617571 13.553685 3.737942
C: -16.164535 23.834016 7.571081
C: -15.255138 22.680938 7.106843
O: -15.916578 21.427595 7.192533
P: -15.699068 20.368657 6.003970
O: -16.800466 20.255725 5.012566
O: -14.310782 20.903805 5.296962
C: -14.204059 21.008168 3.870780
C: -14.216247 22.465887 3.418544
O: -15.185822 18.957451 6.638948
C: -15.531603 18.613681 7.958732
C: -16.890476 18.011132 7.963526
H: -15.615058 24.768162 7.454739
H: -17.086180 23.877369 6.990739
H: -16.475343 23.732280 8.610863
H: -15.005960 22.978849 6.088381
H: -14.290843 22.594511 7.607612
H: -13.256395 20.513929 3.656846
H: -15.058014 20.518694 3.402516
H: -14.012896 22.577688 2.353535
H: -15.086561 23.070251 3.674269
H: -13.408293 23.031537 3.882581
H: -14.789459 17.974220 8.436661
H: -15.460108 19.551050 8.510396
H: -17.442420 17.782171 8.875141
H: -17.517799 18.639864 7.331651
H: -16.920946 17.050688 7.449011
C: -8.491225 15.808759 11.391723
C: -7.952554 14.537611 10.694416
O: -7.184795 15.021317 9.590807
P: -6.006128 14.075242 8.979713
O: -5.602100 14.498265 7.611949
O: -6.728167 12.598489 9.042341
C: -5.958647 11.438984 8.642964
C: -6.292298 11.024499 7.230232
O: -4.810488 13.982849 10.087571
C: -4.009735 15.084736 10.396190
C: -2.775064 15.286724 9.485632
H: -9.110798 15.532420 12.244866
H: -7.745509 16.516299 11.754215
H: -9.219082 16.307676 10.751871
H: -7.391984 14.007818 11.464603
H: -8.688385 13.791233 10.395110
H: -4.892718 11.622748 8.777608
H: -6.219814 10.568432 9.244639
H: -5.928628 10.016822 7.029117
H: -7.376884 10.928570 7.179496
H: -5.820701 11.507533 6.374439
H: -4.565922 16.021782 10.422581
H: -3.717014 14.960490 11.438772
H: -2.922834 14.981266 8.449791
H: -2.446955 16.325795 9.457688
H: -1.973902 14.679252 9.906622
N: -4.251734 17.250975 6.733444
C: -2.912161 17.603869 6.722012
C: -2.842338 18.864090 7.298509
C: -4.157833 19.282970 7.573859
C: -5.002622 18.307848 7.233317
H: -4.597160 16.329688 6.505374
H: -2.145488 16.907617 6.415700
H: -1.902796 19.340765 7.536122
H: -4.550646 20.163054 8.061244
H: -6.051804 18.100652 7.383922
N: -10.302727 20.638398 3.904962
C: -10.693138 21.913560 4.099315
C: -10.655176 22.594841 2.894686
C: -10.208384 21.621902 1.952619
C: -10.037605 20.416919 2.593360
H: -10.365307 19.909782 4.601603
H: -10.941563 22.227371 5.102412
H: -10.993779 23.605655 2.721433
H: -10.246426 21.680844 0.874898
H: -9.909870 19.415069 2.210753
N: -10.227279 22.467255 9.020025
C: -10.543299 22.454493 7.718253
C: -11.742578 21.702235 7.544341
C: -12.019090 21.150307 8.789573
C: -11.073757 21.572654 9.659048
H: -9.546782 23.079791 9.446419
H: -9.904790 23.035685 7.069471
H: -12.308976 21.623184 6.628186
H: -12.783636 20.412047 8.981518
H: -10.986527 21.406070 10.722559
N: -9.787290 17.738810 5.361482
C: -10.158352 18.329499 6.546442
C: -11.521235 18.485067 6.516345
C: -12.008087 17.885522 5.282674
C: -10.881068 17.450389 4.580879
H: -8.831178 17.503520 5.136600
H: -9.424614 18.573939 7.300275
H: -12.061248 18.997069 7.299054
H: -13.048138 17.919678 4.993687
H: -10.848615 16.911731 3.645366
N: -5.512175 20.344708 4.061459
C: -4.323633 20.982670 4.183947
C: -4.457526 22.251950 3.614162
C: -5.835161 22.436591 3.338331
C: -6.435171 21.208603 3.603859
H: -5.674103 19.398744 4.376158
H: -3.563059 20.506421 4.784874
H: -3.763828 23.078761 3.653626
H: -6.350162 23.354059 3.094581
H: -7.449753 20.877036 3.439286

Atoms 1-6, force components in eV/Å:
0.4 -0.1 1.1
1.3 -1.8 0.7
-0.8 1.7 -1.2
0.8 1.2 0.1
1.3 0.1 -0.2
-1.5 -0.5 2.3

For the HOMO energy, the calculation gives -7.1 eV.

---

The following is a DFT calculation (ωB97M-V/def2-TZVPD) of one molecule with the formula C6H10O.

Positions of all 17 atoms, in Å:
C: 0.372699 -0.359374 -2.311055
C: 0.008488 0.144581 -0.909007
C: -0.874070 -0.678973 0.065596
C: -0.066649 -0.052276 1.193325
C: -0.558589 0.668179 2.363644
O: 0.101519 -0.592116 2.480316
C: 1.051526 0.334180 0.229347
H: 1.451302 -0.499752 -2.450136
H: -0.117061 -1.307037 -2.558167
H: 0.047162 0.374699 -3.057852
H: -0.486420 1.112465 -1.027050
H: -1.949649 -0.481801 0.040396
H: -0.699676 -1.759945 0.017920
H: -0.001964 1.521483 2.752560
H: -1.623155 0.659608 2.603449
H: 1.851958 -0.415691 0.239188
H: 1.492578 1.331771 0.327525

Atoms 1-6, force components in eV/Å:
0.1 0.0 0.0
-0.1 0.2 -0.1
-0.1 -0.1 0.0
0.0 0.1 -0.2
-0.1 0.3 0.1
0.1 -0.2 0.1

Its structure (SMILES) is C[C@H]1C[C@]2(CO2)C1. The value obtained for the energy above the lowest of the compared OMol25 structures with the same formula, charge and spin is 35.5 kcal/mol. For the HOMO energy, the calculation gives -10.0 eV.